Entry 1:
Density functional theory data (the ωB97M-V functional and the def2-TZVPD basis) for a 2-piece molecular cluster, C2H6N4O3 overall at a distorted geometry.

Summary:
SMILES: CN=C=N[N+](=O)[O-].NO
DFT total energy: -524.21077 a.u.
strongest force on any atom: 6.5 eV/A
LUMO: 0.20 eV
Kohn-Sham gap: 9.62 eV
energy above the lowest of the compared OMol25 structures with the same formula, charge and spin: 222.42 kcal/mol

ORCA input file:
```
! RIJCOSX wB97M-V def2-TZVPD def2/J DEFGRID3
* xyz 0 1
C -0.902 -0.678 0.148
C 1.547 -0.675 0.083
N 0.188 -0.887 -0.121
N -2.046 -1.022 0.390
N 0.740 1.906 0.029
N -3.156 -1.938 0.025
O -3.127 -2.466 -0.976
O -3.966 -2.024 0.900
O 1.971 2.345 -0.695
H 1.558 0.203 0.873
H 2.006 -0.492 -0.894
H 2.009 -1.635 0.363
H -0.193 2.102 -0.417
H 0.553 2.841 0.478
H 2.818 2.419 -0.186
*
```

Here are the Mulliken charges for atoms 1 to 6, given in e:
1 C 0.3154
2 C -0.6532
3 N -0.0545
4 N -0.4987
5 N -0.4488
6 N 1.0794



Entry 2:
Density functional theory data (the ωB97M-V functional and the def2-TZVPD basis) for one molecule with the formula C2H6N4OS.

Summary:
SMILES: [H]/N=C(/N)SNC(N)=O
DFT total energy: -772.29826 a.u.
strongest force on any atom: 0.9 eV/A
LUMO: 0.54 eV
Kohn-Sham gap: 10.26 eV
energy above the lowest of the compared OMol25 structures with the same formula, charge and spin: 0.00 kcal/mol

ORCA input file:
```
! RIJCOSX wB97M-V def2-TZVPD def2/J DEFGRID3
* xyz 0 1
C 1.710 0.366 -0.105
C -1.929 0.078 -0.018
H 3.648 0.754 0.135
H 3.313 -0.899 0.001
H 0.401 1.632 -0.657
H -0.993 -0.744 -1.602
H -0.939 0.117 1.834
H -2.620 0.652 1.786
N 2.981 0.010 0.308
N 1.406 1.534 -0.466
N -0.794 -0.431 -0.668
N -1.754 0.419 1.291
O -2.972 0.210 -0.636
S 0.588 -1.036 0.067
*
```

Here are the Mulliken charges for atoms 1 to 6, given in e:
1 C 0.5784
2 C 0.6110
3 H 0.2820
4 H 0.2387
5 H 0.2973
6 H 0.2319



Entry 3:
Density functional theory data (the ωB97M-V functional and the def2-TZVPD basis) for one molecule with the formula C2H6N4S.

Summary:
SMILES: C=NNC(=S)NN
DFT total energy: -696.94418 a.u.
strongest force on any atom: 1.0 eV/A
LUMO: 0.33 eV
Kohn-Sham gap: 8.91 eV
energy above the lowest of the compared OMol25 structures with the same formula, charge and spin: 51.38 kcal/mol

ORCA input file:
```
! RIJCOSX wB97M-V def2-TZVPD def2/J DEFGRID3
* xyz 0 1
C -0.352 -0.621 -1.041
C -0.589 0.175 1.725
H 1.268 1.328 -0.808
H 1.510 0.727 0.714
H 1.540 -1.314 -1.134
H -2.006 0.515 -0.995
H -0.752 0.501 2.728
H 0.120 -0.648 1.571
N 1.666 0.538 -0.297
N 0.954 -0.611 -0.673
N -1.123 0.392 -0.509
N -1.273 0.752 0.822
S -0.963 -1.733 -2.106
*
```

Here are the Mulliken charges for atoms 1 to 6, given in e:
1 C 0.1429
2 C -0.4844
3 H 0.2921
4 H 0.2911
5 H 0.2384
6 H 0.2728



Entry 4:
Density functional theory data (the ωB97M-V functional and the def2-TZVPD basis) for one molecule with the formula C2H6N4S at a distorted geometry.

Summary:
SMILES: [H]/N=C(N)/C(=N\[H])NS
DFT total energy: -696.85435 a.u.
strongest force on any atom: 9.1 eV/A
LUMO: 0.07 eV
Kohn-Sham gap: 9.44 eV
energy above the lowest of the compared OMol25 structures with the same formula, charge and spin: 107.76 kcal/mol

ORCA input file:
```
! RIJCOSX wB97M-V def2-TZVPD def2/J DEFGRID3
* xyz 0 1
C 0.087 -0.304 -0.866
C -0.053 -0.275 0.678
H 0.876 1.638 -0.786
H 1.336 0.753 -2.391
H 0.078 -1.167 -2.566
H 0.784 -2.206 0.988
H 0.300 0.917 2.369
H -2.268 0.007 1.740
N 0.959 0.826 -1.264
N -0.398 -1.398 -1.592
N 0.391 -1.169 1.406
N -0.140 0.986 1.321
S -1.951 1.393 0.963
*
```

Here are the Mulliken charges for atoms 1 to 6, given in e:
1 C 0.3355
2 C 0.3315
3 H 0.2305
4 H 0.2750
5 H 0.2205
6 H 0.3145



Entry 5:
Density functional theory data (the ωB97M-V functional and the def2-TZVPD basis) for one molecule with the formula C2H6N4S at a distorted geometry.

Summary:
SMILES: [H]/N=C\NS/C=N\N
DFT total energy: -696.89032 a.u.
strongest force on any atom: 6.4 eV/A
LUMO: 0.08 eV
Kohn-Sham gap: 9.11 eV
energy above the lowest of the compared OMol25 structures with the same formula, charge and spin: 85.18 kcal/mol

ORCA input file:
```
! RIJCOSX wB97M-V def2-TZVPD def2/J DEFGRID3
* xyz 0 1
C 1.368 0.356 0.377
C -1.890 0.890 -0.357
H 1.605 -1.945 -0.172
H 1.400 -2.515 1.197
H 1.534 1.499 0.700
H -1.097 -0.987 -0.324
H -2.870 0.581 -0.016
H -0.580 2.198 -0.919
N 0.982 -1.795 0.768
N 1.328 -0.537 1.240
N -1.041 -0.083 -0.898
N -1.368 2.112 -0.295
S 0.628 0.227 -1.301
*
```

Here are the Mulliken charges for atoms 1 to 6, given in e:
1 C -0.1455
2 C 0.1692
3 H 0.2434
4 H 0.2748
5 H 0.3133
6 H 0.3457



Entry 6:
Density functional theory data (the ωB97M-V functional and the def2-TZVPD basis) for one molecule with the formula C2H6N4S at a distorted geometry.

Summary:
DFT total energy: -696.81994 a.u.
strongest force on any atom: 4.2 eV/A
LUMO (alpha / beta): 0.19 / 0.59 eV
Kohn-Sham gap (alpha / beta): 6.92 / 7.90 eV
energy above the lowest of the compared OMol25 structures with the same formula, charge and spin: 129.35 kcal/mol

ORCA input file:
```
! RIJCOSX wB97M-V def2-TZVPD def2/J DEFGRID3
* xyz 0 1
C -0.758 1.210 0.979
C 0.591 1.287 0.088
N -1.333 0.121 1.063
N 0.992 -0.027 -0.256
N -0.755 -0.983 0.788
N -1.337 -1.822 -0.049
S 2.259 -0.685 0.496
H -1.250 2.174 1.481
H 0.403 1.911 -0.835
H 1.361 1.832 0.721
H -0.750 -2.618 -0.205
H -2.146 -1.509 -0.694
H 2.494 -1.423 -0.493
*
```

Here are the Mulliken charges for atoms 1 to 6, given in e:
1 C -0.0470
2 C -0.2506
3 N -0.3904
4 N -0.3926
5 N 0.1318
6 N -0.3624



Entry 7:
Density functional theory data (the ωB97M-V functional and the def2-TZVPD basis) for a 2-piece molecular cluster, C2H6N4S overall at a distorted geometry.

Summary:
DFT total energy: -696.86165 a.u.
strongest force on any atom: 3.4 eV/A
LUMO (alpha / beta): -0.52 / -0.52 eV
Kohn-Sham gap (alpha / beta): 6.90 / 6.90 eV
energy above the lowest of the compared OMol25 structures with the same formula, charge and spin: 103.17 kcal/mol

ORCA input file:
```
! RIJCOSX wB97M-V def2-TZVPD def2/J DEFGRID3
* xyz 0 1
C 0.080 0.473 0.017
C -1.008 -0.106 0.962
N 0.917 1.530 0.508
N 1.506 2.022 -0.492
N 0.199 0.370 -1.331
N 1.124 1.423 -1.639
S 1.705 -1.565 0.297
H -0.715 -1.100 1.049
H -1.983 0.271 0.699
H -0.775 0.371 1.879
H 0.111 -0.489 -1.878
H 1.690 1.603 -2.480
H 2.427 -1.816 1.478
*
```

Here are the Mulliken charges for atoms 1 to 6, given in e:
1 C 0.3448
2 C -0.9224
3 N -0.1112
4 N -0.3593
5 N -0.1902
6 N 0.0939



Entry 8:
Density functional theory data (the ωB97M-V functional and the def2-TZVPD basis) for one molecule with the formula C2H6N4S at a distorted geometry.

Summary:
DFT total energy: -696.74276 a.u.
strongest force on any atom: 4.1 eV/A
LUMO (alpha / beta): -0.71 / -1.20 eV
Kohn-Sham gap (alpha / beta): 7.31 / 6.81 eV
energy above the lowest of the compared OMol25 structures with the same formula, charge and spin: 177.78 kcal/mol

ORCA input file:
```
! RIJCOSX wB97M-V def2-TZVPD def2/J DEFGRID3
* xyz 0 1
C -0.697 -0.560 -0.459
C -1.427 -0.273 0.885
N 0.190 -1.449 -0.141
N 0.012 0.638 -1.033
N 1.190 0.932 -0.370
N 2.204 0.072 -0.327
S 3.556 0.080 0.405
H -1.544 -0.851 -1.083
H -1.993 -1.135 1.179
H -1.852 0.775 0.749
H -0.708 -0.005 1.603
H 0.139 0.439 -1.981
H 0.929 1.336 0.572
*
```

Here are the Mulliken charges for atoms 1 to 6, given in e:
1 C 0.3888
2 C -1.3636
3 N -0.4506
4 N -0.3748
5 N 0.0925
6 N -0.1690



Entry 9:
Density functional theory data (the ωB97M-V functional and the def2-TZVPD basis) for one molecule with the formula C2H6N4S2 at a distorted geometry.

Summary:
DFT total energy: -1094.94601 a.u.
strongest force on any atom: 4.8 eV/A
LUMO (alpha / beta): 0.18 / 0.18 eV
Kohn-Sham gap (alpha / beta): 7.53 / 7.52 eV
energy above the lowest of the compared OMol25 structures with the same formula, charge and spin: 174.49 kcal/mol

ORCA input file:
```
! RIJCOSX wB97M-V def2-TZVPD def2/J DEFGRID3
* xyz 0 1
C -1.056 1.360 -0.068
C -1.495 0.279 0.591
N -0.031 1.161 -0.991
N 0.150 -1.082 -0.236
N 0.795 0.024 -0.788
N 2.014 0.460 -0.201
S -1.895 -0.170 2.092
S -0.895 -2.038 -1.234
H -1.559 2.275 -0.034
H 0.327 1.867 -1.499
H 2.597 -0.305 -0.276
H 1.982 0.658 0.918
H -2.535 -1.408 1.887
H -0.344 -3.069 -0.842
*
```

Here are the Mulliken charges for atoms 1 to 6, given in e:
1 C -0.3890
2 C 0.2521
3 N -0.1433
4 N -0.4113
5 N 0.1858
6 N -0.6010



Entry 10:
Density functional theory data (the ωB97M-V functional and the def2-TZVPD basis) for a 3-piece molecular cluster, C2H6N5OS overall at a distorted geometry.

Summary:
DFT total energy: -826.62162 a.u.
strongest force on any atom: 6.5 eV/A
LUMO: -3.90 eV
Kohn-Sham gap: 9.29 eV
energy above the lowest of the compared OMol25 structures with the same formula, charge and spin: 39.25 kcal/mol

ORCA input file:
```
! RIJCOSX wB97M-V def2-TZVPD def2/J DEFGRID3
* xyz 1 1
C 1.055 -1.551 -0.937
C 0.572 1.307 1.290
N -0.737 -0.608 -1.713
N 0.380 0.017 1.010
N -2.447 -1.981 -2.418
N 0.268 1.910 2.391
N -1.547 -1.275 -2.196
O 1.385 2.107 0.562
S 1.417 -2.814 -1.694
H -0.182 -0.449 1.596
H 0.447 -0.477 0.062
H -2.591 -2.294 -3.366
H 0.607 2.902 2.554
H -0.483 1.495 3.059
H 1.857 1.713 -0.200
*
```

Here are the Mulliken charges for atoms 1 to 6, given in e:
1 C -0.0310
2 C 0.6909
3 N -0.5401
4 N -0.3456
5 N -0.7111
6 N -0.3833



Entry 11:
Density functional theory data (the ωB97M-V functional and the def2-TZVPD basis) for C2H6N6 as an isolated structure at a distorted geometry.

Summary:
DFT total energy: -408.15640 a.u.
strongest force on any atom: 6.0 eV/A
LUMO: 0.33 eV
Kohn-Sham gap: 8.51 eV
energy above the lowest of the compared OMol25 structures with the same formula, charge and spin: 87.56 kcal/mol

ORCA input file:
```
! RIJCOSX wB97M-V def2-TZVPD def2/J DEFGRID3
* xyz 0 1
C -0.982 -0.499 0.185
C 1.066 -0.173 0.047
H -2.729 0.774 0.638
H -2.833 -0.815 -0.201
H 2.536 1.024 0.992
H 3.338 -0.372 -0.462
H -0.338 2.683 0.715
H -1.148 2.032 -0.926
N -2.297 0.035 -0.101
N -0.509 -1.712 -0.001
N 0.890 -1.443 -0.133
N 2.305 0.411 -0.057
N -0.068 0.599 0.242
N -0.226 1.923 -0.256
*
```

Here are the Mulliken charges for atoms 1 to 6, given in e:
1 C 0.3151
2 C 0.3097
3 H 0.2715
4 H 0.2700
5 H 0.2891
6 H 0.3403



Entry 12:
Density functional theory data (the ωB97M-V functional and the def2-TZVPD basis) for an isolated ion of composition C2H6N7O4 and charge +1 at a distorted geometry.

Summary:
DFT total energy: -763.33979 a.u.
strongest force on any atom: 4.0 eV/A
LUMO (alpha / beta): -4.35 / -7.67 eV
Kohn-Sham gap (alpha / beta): 5.67 / 6.86 eV
energy above the lowest of the compared OMol25 structures with the same formula, charge and spin: 0.00 kcal/mol

ORCA input file:
```
! RIJCOSX wB97M-V def2-TZVPD def2/J DEFGRID3
* xyz 1 3
C 0.362 0.138 -0.853
C -1.070 -0.939 1.027
N -2.011 -0.445 0.191
N -1.877 0.716 -0.478
N -0.700 0.844 -1.221
N 1.447 0.227 -1.568
N -0.559 -0.295 2.048
N -2.987 -1.465 -0.526
N -2.363 1.947 0.183
O -2.984 -2.509 -0.005
O -3.529 -0.966 -1.425
O -3.161 1.737 1.030
O -1.899 2.933 -0.271
H -0.933 -2.018 0.978
H -0.806 1.430 -2.044
H 2.267 -0.295 -1.311
H 1.537 0.839 -2.375
H -0.712 0.691 2.211
H 0.086 -0.765 2.668
*
```

Here are the Mulliken charges for atoms 1 to 6, given in e:
1 C 0.4878
2 C -0.3273
3 N -0.1138
4 N -0.0859
5 N -0.2515
6 N -0.2894